(A)
{
  "formula": "C3H2N2OS",
  "method": "ωB97M-V/def2-TZVPD",
  "smiles": "N#CC(=O)/C=N\\S",
  "gap_ev": 8.17,
  "multiplicity": 1,
  "homo_ev": -9.60,
  "symbols": ["C", "C", "C", "H", "H", "N", "N", "O", "S"],
  "xyz": [[0.2011, -1.0038, 0.1259], [1.3314, -0.0730, -0.1607], [0.9819, 1.3503, -0.0852], [-3.1632, -0.1348, -0.3805], [0.4652, -1.9874, 0.3155], [-1.0618, -0.7308, 0.1902], [0.8748, 2.5214, 0.1772], [2.4366, -0.4821, -0.1028], [-2.0660, 0.5403, -0.0795]]
}

---

(B)
{
  "formula": "C3H2N2OS",
  "method": "ωB97M-V/def2-TZVPD",
  "smiles": "S=Cc1cnon1",
  "gap_ev": 7.67,
  "multiplicity": 1,
  "homo_ev": -9.27,
  "symbols": ["C", "C", "C", "H", "H", "N", "N", "O", "S"],
  "xyz": [[-0.7663, -1.1210, 0.5613], [-0.2544, -0.1109, -0.1808], [0.8581, 0.6650, 0.2316], [-0.1839, -1.3836, 1.5359], [1.1723, 0.9116, 1.2459], [1.2580, 1.4869, -0.6518], [-0.5466, 0.3605, -1.4254], [0.4450, 1.2742, -1.6984], [-1.9822, -2.0827, 0.3817]]
}

---

(C)
{
  "formula": "C3H2N2OS",
  "method": "ωB97M-V/def2-TZVPD",
  "smiles": "S=Cc1conn1",
  "gap_ev": 8.11,
  "multiplicity": 1,
  "homo_ev": -9.26,
  "symbols": ["C", "C", "C", "H", "H", "N", "N", "O", "S"],
  "xyz": [[1.3624, -0.6813, 0.0842], [0.0547, -0.1983, 0.0299], [-0.5243, 1.0478, 0.0505], [1.4326, -1.7775, 0.3463], [-0.0944, 2.0344, 0.1870], [-2.0605, -0.4959, -0.2224], [-0.9813, -1.0833, -0.1483], [-1.8370, 0.9025, -0.1301], [2.6478, 0.2517, -0.1969]]
}

---

(D)
{
  "formula": "C3H2N2OS",
  "method": "ωB97M-V/def2-TZVPD",
  "smiles": "[O-][N+]1=CC=NC1=S",
  "gap_ev": [6.86, 6.86],
  "multiplicity": 1,
  "homo_ev": [-9.36, -9.36],
  "symbols": ["C", "C", "C", "N", "N", "O", "S", "H", "H"],
  "xyz": [[-1.2351, -0.0866, -0.3738], [-0.0325, 0.2871, -1.0137], [0.2500, -0.2900, 1.1428], [-1.0536, -0.4209, 0.8849], [0.9268, 0.1782, -0.1127], [2.1372, 0.3917, -0.1925], [1.0854, -0.5509, 2.5039], [-2.2140, -0.1130, -0.8165], [0.1359, 0.6044, -2.0225]]
}

---

Most stable: (C)

---

(A)
{
  "formula": "C3H6S2",
  "method": "ωB97M-V/def2-TZVPD",
  "gap_ev": 9.33,
  "multiplicity": 1,
  "homo_ev": -8.73,
  "symbols": ["C", "C", "C", "H", "H", "H", "H", "H", "H", "S", "S"],
  "xyz": [[-0.3859, -0.0059, 0.2477], [0.3515, -1.1346, -0.0149], [0.5466, 1.1730, -0.0582], [-1.6394, -0.0652, -1.3527], [-0.3786, 0.0831, 1.4547], [0.2862, -1.7986, 0.9699], [0.1863, -1.6951, -0.9252], [0.3107, 1.7459, -1.0026], [1.0231, 1.7432, 1.0757], [-2.1505, 0.0261, -0.1576], [1.8500, -0.0717, -0.2369]]
}

---

(B)
{
  "formula": "C3H6S2",
  "method": "ωB97M-V/def2-TZVPD",
  "smiles": "S=CCCS",
  "gap_ev": 8.11,
  "multiplicity": 1,
  "homo_ev": -9.06,
  "symbols": ["C", "C", "C", "H", "H", "H", "H", "H", "H", "S", "S"],
  "xyz": [[0.8663, 0.4253, -0.0848], [-0.3530, -0.2601, 0.3524], [-1.5286, 0.3019, -0.1098], [2.0146, -1.7679, -0.2390], [0.5888, 0.7803, -1.3056], [1.0436, 1.4998, 0.3420], [-0.4646, -1.3166, -0.0165], [-0.1949, -0.1216, 1.4788], [-1.6113, 1.4470, -0.1468], [2.6891, -0.4643, -0.1249], [-3.0500, -0.5237, -0.1456]]
}

---

Most stable: (A)

---

(A)
{
  "formula": "C3H6S2",
  "method": "ωB97M-V/def2-TZVPD",
  "gap_ev": 9.73,
  "multiplicity": 1,
  "homo_ev": -8.84,
  "symbols": ["C", "C", "C", "H", "H", "H", "H", "H", "H", "S", "S"],
  "xyz": [[0.3402, 0.0327, -0.4419], [-0.4246, -1.1228, 0.0008], [-0.5362, 1.1739, 0.0271], [1.9098, -0.1121, 1.2618], [0.1987, 0.0410, -1.5295], [-0.5189, -1.9605, -0.7053], [-0.1730, -1.4471, 0.9891], [-0.2843, 1.3644, 1.0830], [-0.6905, 2.0343, -0.6509], [2.0852, 0.0228, -0.0388], [-1.9064, -0.0267, 0.0045]]
}

---

(B)
{
  "formula": "C3H6S2",
  "method": "ωB97M-V/def2-TZVPD",
  "smiles": "C[C@@]1(S)CS1",
  "gap_ev": 9.48,
  "multiplicity": 1,
  "homo_ev": -8.69,
  "symbols": ["C", "C", "C", "S", "S", "H", "H", "H", "H", "H", "H"],
  "xyz": [[-0.7652, -0.8894, 0.9788], [0.1407, -0.1028, 0.0582], [-0.2005, 1.1873, -0.6193], [-0.7556, -1.6517, -0.5798], [1.9119, -0.3662, 0.4065], [-0.3395, -1.4615, 1.7642], [-1.6785, -0.5283, 1.2884], [-0.7732, 1.9343, 0.0107], [-0.6427, 0.9557, -1.5731], [0.7132, 1.5466, -0.9324], [2.3892, -0.6240, -0.8022]]
}

---

Most stable: (A)